144
Properties=species:S:1:pos:R:3:forces:R:3 method="wB97M-V/def2-TZVPD" energy_ev=-74005.6177 charge=-1 lumo_ev="1.9 / 1.9" s_squared=0.75 multiplicity=2 homo_ev="0.337 / -6.337"
C 1.93228 0.57923 4.79831 0.5505 -1.6858 0.3917
C 0.76211 0.63067 3.88000 1.9152 1.3998 0.0362
O -0.34765 0.92100 4.61925 -1.4725 -0.1126 0.9745
H 2.16030 1.48787 5.35552 -0.1621 -0.0009 -0.2100
H 2.76747 0.25545 4.17724 0.4620 0.4115 0.1777
H 1.73954 -0.25407 5.47400 0.2448 0.0765 0.5274
H 0.68352 -0.30281 3.32273 0.0568 0.1769 -0.4845
H 1.01879 1.51991 3.30427 -0.3619 -0.2367 -1.3120
H -1.00966 1.04489 3.93514 -1.2375 0.2907 -0.4369
C 0.27244 -7.55353 0.98392 0.0218 1.2137 0.2973
C 0.57535 -6.09069 1.42399 1.8197 -1.6662 0.3454
O -0.50959 -5.27024 1.32841 -1.8875 0.1166 -0.2560
H 1.15679 -8.19073 0.98518 0.3178 0.3624 -0.5007
H -0.21047 -7.46761 0.01052 -0.0476 -0.6194 -0.0077
H -0.34069 -8.05049 1.73572 -0.6029 0.2694 -0.2027
H 1.40427 -5.62494 0.89101 0.3145 -0.4035 -0.3967
H 0.94425 -6.18995 2.44486 0.0318 0.2401 0.5095
H -0.33519 -4.48505 1.85249 0.1144 0.6204 0.1719
C -0.22338 -3.09390 4.07099 -0.8358 2.5854 0.8744
O 0.14542 -2.93604 2.90042 0.1389 -0.3807 -0.4945
N -0.35148 -4.14756 4.76658 0.5745 -6.5386 0.1162
N -0.60929 -2.13577 4.90892 -0.0572 4.3099 -1.3430
H -0.10127 -5.04224 4.37032 -0.0320 -0.0601 0.2932
H -0.54314 -4.07192 5.75534 0.0013 -0.4752 0.3273
H -0.94307 -2.29183 5.84931 0.0664 0.0058 0.0710
H -0.57552 -1.19420 4.54506 -0.2833 0.1416 0.6124
C -0.11297 -0.42864 0.06417 -1.2986 -0.3280 -0.5897
O -1.32692 -0.30741 0.22057 -1.3112 0.5469 -0.4769
N 0.61645 0.18541 -0.82271 1.1142 3.2996 -3.7056
N 0.59736 -1.27443 0.70629 1.0615 -2.9880 2.8367
H 0.22390 0.85488 -1.46909 -0.2361 -0.3749 0.3704
H 1.56272 -0.09904 -1.03189 0.0174 -0.0746 0.5159
H 0.09339 -1.83822 1.37581 0.4795 -0.3179 0.1648
H 1.52275 -1.51356 0.37981 0.0958 0.0294 0.4773
C 3.57385 -2.71947 2.05668 2.3271 -2.0051 -2.9778
O 3.16810 -3.53495 1.25447 -0.0484 -1.4602 -1.5418
N 2.88975 -2.14046 2.89477 -6.3326 3.1671 5.6935
N 4.79905 -2.25993 2.15825 4.8009 0.0716 -1.5452
H 1.95320 -2.50675 2.98860 -0.5916 0.4754 0.3719
H 3.29581 -1.52312 3.58332 -0.5908 -0.4017 -0.0120
H 5.49952 -2.76861 1.63798 0.2325 0.5265 0.2620
H 5.01274 -1.51550 2.80652 0.4133 -0.4812 -0.3475
C -0.07053 2.32047 -3.68451 -0.2573 -0.4634 0.3176
C 0.97988 2.71997 -4.69710 -0.2508 1.4892 0.5726
C 1.64164 4.14867 -4.43779 -1.6375 -0.1975 -0.5089
O 2.25279 4.23825 -3.17084 0.8845 0.4395 0.5100
C 3.08977 5.41079 -2.95207 -0.3399 -0.3192 -1.4028
N 2.07480 1.77037 -4.68185 -0.1960 0.1460 -0.1973
H 0.41250 2.13951 -2.72428 -0.1439 0.6959 0.1992
H -0.54906 1.36330 -3.89172 0.2889 -0.2236 -0.5515
H -0.92299 2.99807 -3.63690 0.3420 0.4172 0.3534
H 0.47166 2.77332 -5.65989 0.3263 0.0299 -0.3196
H 0.87782 4.91276 -4.58215 -0.3495 0.3073 0.4097
H 2.30676 4.33897 -5.28011 0.7408 -0.1414 0.0430
H 3.75457 5.54465 -3.80543 0.1400 -0.2003 -0.2950
H 3.76045 5.35355 -2.09473 -0.5957 -0.5749 0.2594
H 2.51688 6.33799 -2.93849 -0.4028 -0.0972 0.3811
H 2.69516 2.20533 -5.34973 0.7052 -0.5407 -0.3785
H 2.47368 2.07135 -3.80412 0.7975 -0.6907 0.5827
C -3.95854 1.74506 -2.51846 0.3632 0.8808 1.1602
C -4.39387 0.31103 -2.32222 0.9355 -0.0914 -1.2866
C -5.46604 -0.15877 -3.32228 -0.5588 -0.1715 0.3600
O -6.70609 0.10063 -2.68667 -0.1002 0.4005 1.3028
C -7.90529 0.21876 -3.41409 1.4860 -0.5497 -0.5973
N -3.19873 -0.55509 -2.42812 -0.8896 -0.1926 -0.1582
H -3.18688 2.03303 -3.23241 -0.2525 -0.7991 -0.6891
H -3.44419 1.95177 -1.57994 -0.0452 0.4948 0.2331
H -4.77759 2.45970 -2.59939 -0.1569 -0.1282 0.0340
H -4.78293 0.25559 -1.30553 -0.5834 -0.0447 -0.1204
H -5.38050 -1.21855 -3.56238 0.1189 -0.4099 0.3270
H -5.40581 0.30688 -4.30597 0.1212 0.6388 -0.0413
H -8.12812 -0.76379 -3.83008 -0.5207 -0.0769 -0.2193
H -7.68186 0.90549 -4.23054 -0.6601 0.2733 -0.2623
H -8.70453 0.55729 -2.75476 0.2106 0.0593 -0.0776
H -3.54616 -1.43118 -2.06499 0.3209 -0.6685 -0.1635
H -2.52051 -0.29104 -1.72783 0.3271 0.3565 0.2920
C 4.33264 -2.05619 -2.73855 -0.5054 -1.0564 -0.9064
C 2.96959 -1.70650 -2.09498 2.2090 0.6600 -1.7029
C 2.00307 -2.85120 -1.98590 -0.2803 -0.1643 -0.2693
O 1.62048 -3.44560 -3.20442 0.3049 -0.4116 -1.3309
C 0.71520 -2.76283 -4.12820 0.6991 -0.0702 2.4296
N 3.28849 -1.21907 -0.80129 -0.4815 0.2260 2.0215
H 4.92900 -1.16838 -2.94891 -0.2516 0.1332 -0.2053
H 4.14344 -2.64011 -3.63930 0.2260 0.2331 -0.4322
H 4.98391 -2.69340 -2.14030 -0.3055 -0.1114 0.5264
H 2.61830 -0.88633 -2.72109 -0.6179 0.1280 -0.0795
H 1.12673 -2.58642 -1.39427 -0.1419 0.1976 0.0361
H 2.55481 -3.59864 -1.41579 -0.2599 -0.4435 -0.0079
H -0.22644 -2.71567 -3.58122 -0.4753 0.0239 -0.4814
H 0.65893 -3.35972 -5.03850 0.0603 0.1664 0.1939
H 1.04177 -1.73393 -4.27922 0.1049 0.0092 -0.4599
H 4.14407 -0.68333 -0.76875 0.0998 0.4966 -0.4707
H 3.62391 -2.03340 -0.30686 -0.3626 -0.5127 0.6948
C -0.77286 2.99576 0.91078 0.6966 -0.4766 -0.6522
C -1.89768 2.73225 1.83010 -3.1344 1.8002 1.7735
C -3.30895 3.38086 1.34059 1.8965 -0.0920 0.1026
O -3.31838 4.83168 1.25211 0.2691 0.1372 0.0510
C -2.82890 5.68425 2.33602 0.2125 -1.7531 -1.1108
N -2.07179 1.33631 2.22545 0.7007 0.7577 -0.0594
H -0.57446 4.05524 0.74882 -0.3307 0.0181 -0.1301
H -0.95904 2.47088 -0.02621 0.1453 0.2015 -0.3105
H 0.14221 2.57975 1.33229 0.0987 -0.1516 0.0056
H -1.70953 3.31844 2.72959 0.2402 -0.0008 0.4323
H -4.17544 3.00686 1.88596 0.1891 0.0997 0.7206
H -3.47131 2.96333 0.34690 -0.0439 0.5750 -0.3848
H -3.25226 5.35604 3.28530 -0.2732 0.4678 0.0986
H -3.00313 6.71578 2.02993 -0.6245 -0.1784 0.2271
H -1.74473 5.61978 2.42835 0.2135 -0.2675 0.0172
H -1.82125 0.81645 1.39655 0.1212 -0.7250 0.0191
H -3.04915 1.11436 2.35044 -0.1790 0.2648 0.0460
C -6.07380 0.09440 3.39417 1.8259 0.0005 0.0995
C -4.87270 -0.65569 2.76449 -0.9015 0.7128 -1.3995
C -5.19231 -2.11750 2.48909 0.8779 0.1203 0.1918
O -5.58753 -2.78763 3.64057 0.0667 -0.7490 1.4049
C -4.52274 -2.99650 4.61643 -0.9787 0.0871 -0.6473
N -4.58179 0.06473 1.47001 -0.7396 -0.4810 0.5658
H -5.77198 1.14173 3.40371 -0.2546 0.2100 -0.1016
H -6.11392 -0.19401 4.44455 -0.7725 -0.2302 -0.1474
H -6.97411 -0.02239 2.79092 -0.1358 -0.1918 0.3742
H -4.01129 -0.58010 3.42809 0.0856 0.0907 -0.1382
H -4.29591 -2.57905 2.07491 0.3274 -0.1903 -0.1975
H -5.97189 -2.24481 1.73800 -0.2769 0.2409 0.0658
H -4.01081 -2.05698 4.82459 0.2230 -0.1864 0.0346
H -3.84394 -3.77910 4.27750 0.2478 0.1915 -0.1612
H -4.98394 -3.35173 5.53795 -0.1511 0.1008 -0.1179
H -4.04083 -0.47691 0.81116 0.8276 -0.3880 0.2538
H -5.47479 0.07030 0.99818 -0.4705 0.4321 -0.1310
C 4.33046 2.02497 -0.78890 1.1057 0.7244 -0.0681
C 5.65421 1.37438 -1.27495 -0.7364 0.3335 -2.0200
C 6.84392 2.31816 -1.52574 -1.4054 1.8241 -0.7471
O 6.45364 3.48410 -2.34092 0.5758 -0.0763 0.8616
C 5.98140 3.45100 -3.67985 -0.0126 -0.7047 0.9008
N 5.99334 0.23827 -0.52738 1.0053 -1.2691 2.7157
H 3.98469 2.76389 -1.51176 -0.0989 -0.1788 -0.1979
H 4.54051 2.62505 0.09647 0.0449 -0.0577 0.3156
H 3.51902 1.34177 -0.53809 0.2949 -0.2140 -0.2071
H 5.46344 0.83377 -2.20202 -0.4082 0.9241 -0.9988
H 7.74759 1.84918 -1.91501 -0.2096 -0.4880 -0.4627
H 7.17970 2.81157 -0.61365 -0.2301 -0.0648 0.2812
H 5.85618 4.49616 -3.96280 0.2980 -0.1045 -0.1560
H 4.99419 2.99233 -3.73604 -0.1909 -0.2152 -0.0702
H 6.65902 2.90984 -4.34021 0.1210 0.1061 -0.1937
H 6.07071 0.46776 0.45316 -0.2708 0.0278 0.5537
H 6.93150 -0.07806 -0.72714 0.1463 -0.2912 -0.5034